No. 1
ORCA calculation (wB97M-V/def2-TZVPD) on a cluster of 2 separate species, C3H9NO3S in total.

## Properties
**Energy**: -21720.053 eV
**E_LUMO**: 0.115 eV
**HOMO level**: -9.48 eV
**Charge**: 0

Bonds (Å) are listed after each position.
Cartesian coordinates (Å):
1 C -0.79214 -2.03982 0.28898  H9 1.064, H10 1.001, H11 1.116
2 C -0.97461 1.37154 0.58388  O7 1.382, H12 1.076, H13 1.077, H14 1.178
3 C -0.00965 -0.22731 -0.83308  O7 1.418, S8 1.760, H15 1.145
4 N 2.32567 1.28939 -0.36885  S8 1.690, H16 0.997, H17 0.983
5 O 1.40719 -0.17200 1.32138  S8 1.432
6 O 2.41674 -1.30611 -0.70662  S8 1.503
7 O -0.85646 0.90344 -0.71126  C2 1.382, C3 1.418
8 S 1.58986 -0.20815 -0.09895  C3 1.760, N4 1.690, O5 1.432, O6 1.503
9 H -0.39026 -2.12039 1.27075  C1 1.064
10 H -1.74773 -1.92325 0.01336  C1 1.001
11 H -0.40921 -2.73993 -0.49178  C1 1.116
12 H -1.58726 2.24468 0.43878  C2 1.076
13 H -0.16171 1.87343 1.08193  C2 1.077
14 H -1.21826 0.49406 1.33165  C2 1.178
15 H 0.09532 -0.80464 -1.81626  C3 1.145
16 H 3.25998 1.16203 -0.04623  N4 0.997
17 H 2.24219 1.51914 -1.32080  N4 0.983

=====

No. 2
ORCA calculation (wB97M-V/def2-TZVPD) on a cluster of 2 separate species, C2H9NO in total.

## Properties
**Energy**: -5756.776 eV
**E_LUMO**: 1.001 eV
**HOMO level**: -9.79 eV
**SMILES string**: NCO.C
**Charge**: 0

Bonds (Å) are listed after each position.
Cartesian coordinates (Å):
1 C -1.47098 4.51127 6.03993  H2 1.097, H3 1.086, H4 1.083, H5 1.094
2 H -1.33354 5.45005 6.59044  C1 1.097
3 H -2.23182 3.94475 6.56798  C1 1.086
4 H -0.56046 3.93571 5.92530  C1 1.083
5 H -1.84267 4.92336 5.09738  C1 1.094
6 N 1.58078 -2.01640 -1.62170  C7 1.454, H9 1.023, H10 1.012
7 C 0.55513 -1.20826 -2.26154  N6 1.454, O8 1.418, H11 1.105, H12 1.085
8 O -0.38855 -1.97134 -2.99506  C7 1.418, H13 0.975
9 H 1.95849 -2.71077 -2.27083  N6 1.023
10 H 1.12829 -2.57493 -0.90881  N6 1.012
11 H -0.04627 -0.98046 -1.36270  C7 1.105
12 H 0.95212 -0.33471 -2.76891  C7 1.085
13 H -0.65685 -1.68345 -3.88721  O8 0.975